1.
{"formula": "C9H9NO", "method": "ωB97M-V with the def2-TZVPD basis set", "total_charge": 0, "homo_lumo_gap_ha": 0.34728, "multiplicity": 1, "homo_energy_ha": -0.338, "e_lumo_ev": 0.245, "species": ["O", "N", "C", "C", "C", "C", "C", "C", "C", "C", "C", "H", "H", "H", "H", "H", "H", "H", "H", "H"], "xyz": [[-0.7589, -2.2472, 1.5467], [2.3949, 1.4024, 0.7459], [1.7076, 0.0539, 0.4285], [-1.8540, -0.4482, -0.6857], [-0.6828, -0.5661, -0.0361], [-0.1450, -1.3064, 1.1417], [0.3634, 0.4428, -0.4356], [-1.1162, 1.2904, -1.9966], [-2.1138, 0.4353, -1.6221], [0.1763, 1.4128, -1.2976], [1.0876, -0.7433, 1.5728], [-2.4960, -0.9691, -0.0492], [-3.1545, 0.3299, -2.0574], [-1.1049, 2.4404, -2.8034], [0.8451, -0.3948, 2.3505], [1.9101, -1.4325, 1.8802], [2.3633, -0.1286, -0.0862], [2.2996, 1.5520, 1.9875], [3.1668, 1.3537, 0.4390], [0.9377, 1.9818, -1.6717]], "lowdin_charge": [0.13, 0.09, -0.16, -0.09, -0.06, -0.38, -0.07, -0.05, -0.13, -0.06, -0.05, 0.12, 0.14, 0.20, 0.03, 0.17, 0.00, 0.21, -0.11, 0.07]}

***

2.
{"formula": "C9H9NO", "method": "ωB97M-V with the def2-TZVPD basis set", "total_charge": 0, "homo_lumo_gap_ha": 0.29906, "multiplicity": 1, "smiles": "C=C1c2ccccc2N[C@@H]1O", "homo_energy_ha": -0.284, "e_lumo_ev": 0.414, "species": ["O", "N", "C", "C", "C", "C", "C", "C", "C", "C", "C", "H", "H", "H", "H", "H", "H", "H", "H", "H"], "xyz": [[-2.0512, -0.8688, 2.0181], [-1.5850, -0.7254, -0.3218], [1.5507, 0.9391, -0.2225], [1.4682, 1.7451, -1.3742], [0.4526, -0.7859, 1.1723], [0.3596, 1.6325, -2.2187], [1.0723, -1.1908, 2.2940], [-1.2520, -1.3361, 0.9717], [-0.5127, 0.6029, -1.9936], [0.5370, 0.0483, 0.1115], [-0.4623, -0.1407, -0.8635], [-2.3696, -0.9754, -0.8824], [-2.2095, 0.0653, 1.7416], [2.2191, 2.5015, -1.4918], [-1.2272, -2.3638, 0.9665], [-1.2525, 0.4646, -2.6834], [0.7520, -1.9983, 2.9981], [2.3073, 1.2158, 0.4293], [2.0641, -0.9491, 2.4426], [0.1391, 2.1192, -3.0940]], "lowdin_charge": [-0.01, 0.08, 0.00, -0.07, -0.13, -0.06, 0.07, -0.26, -0.04, -0.20, -0.21, 0.13, 0.12, 0.09, 0.11, 0.09, 0.08, 0.09, 0.02, 0.08]}

***

The structure with the most favorable energy is 2; the runner-up is 6.159 eV above it.

***

1.
{"formula": "C5H7PS", "method": "ωB97M-V with the def2-TZVPD basis set", "total_charge": 0, "homo_lumo_gap_ha": 0.25051, "multiplicity": 1, "smiles": "[H]/P=C\\C(C)=C/C=S", "homo_energy_ha": -0.312, "e_lumo_ev": -1.677, "species": ["S", "P", "C", "C", "C", "C", "C", "H", "H", "H", "H", "H", "H", "H"], "xyz": [[-3.6700, 0.1087, 0.1160], [-0.1025, 3.1341, -0.0269], [-1.0834, -0.8773, -0.0478], [-0.7595, 1.5394, 0.0921], [-0.2591, 0.2164, 0.0377], [-2.5048, -0.9560, -0.3501], [1.2411, -0.2316, 0.1854], [-0.5407, -1.7961, 0.1237], [-1.7502, 1.6409, 0.0080], [-2.9813, -2.0299, -0.4475], [1.3514, -0.8697, 1.0625], [1.3897, -0.8442, -0.6222], [1.8130, 0.6609, 0.2544], [1.3378, 3.0627, -0.1857]], "lowdin_charge": [0.66, 0.86, -0.17, -0.48, -0.33, -0.61, -0.03, 0.10, -0.11, 0.08, 0.09, 0.04, 0.04, -0.16]}

***

2.
{"formula": "C5H7PS", "method": "ωB97M-V with the def2-TZVPD basis set", "total_charge": 0, "homo_lumo_gap_ha": 0.31352, "multiplicity": 1, "smiles": "CP1(=S)C=CC=C1", "homo_energy_ha": -0.308, "e_lumo_ev": 0.147, "species": ["S", "P", "C", "C", "C", "C", "C", "H", "H", "H", "H", "H", "H", "H"], "xyz": [[-0.2539, -1.5411, -2.3563], [-0.0780, -0.8386, -0.5690], [1.2986, 0.3906, -0.5215], [0.7193, 1.6209, -0.3896], [-0.7215, 1.6566, -0.0258], [0.0427, -1.7554, 1.0639], [-1.3442, 0.5380, -0.2599], [-1.2815, 2.5510, 0.1320], [-0.9221, -1.7084, 1.7598], [0.3051, -2.7964, 0.9188], [2.3220, 0.2374, -0.6634], [1.3623, 2.4494, -0.2251], [0.9032, -1.2056, 1.5045], [-2.3520, 0.4016, -0.3683]], "lowdin_charge": [0.17, 0.32, -0.21, -0.14, -0.16, -0.22, -0.20, 0.10, 0.09, 0.02, 0.06, 0.08, 0.04, 0.05]}

***

The structure with the most favorable energy is 2; the runner-up is 2.204 eV above it.

***

1.
{"formula": "C2H7N4OS", "method": "ωB97M-V with the def2-TZVPD basis set", "total_charge": 1, "homo_lumo_gap_ha": 0.37395, "multiplicity": 1, "homo_energy_ha": -0.502, "e_lumo_ev": -3.482, "species": ["S", "O", "N", "N", "N", "N", "C", "C", "H", "H", "H", "H", "H", "H", "H"], "xyz": [[-2.5418, 0.9799, -0.1549], [1.9621, 1.9642, 0.5096], [2.0135, -0.0470, -0.7975], [0.3249, -0.9560, 0.1654], [-0.6022, -1.9323, 0.5525], [0.5266, 0.2794, 0.7135], [1.5565, 0.8354, 0.0552], [1.2795, -1.1235, -0.7229], [-1.3657, -1.4946, 1.0380], [-0.9597, -2.6435, -0.0623], [2.6155, 2.2724, -0.1060], [1.3601, -1.9938, -1.3759], [-2.1486, 2.1852, -0.6265], [-3.8548, 1.0511, -0.5430], [-0.1659, 0.6234, 1.3547]], "lowdin_charge": [0.48, 0.23, 0.19, -0.11, 0.15, 0.21, -0.42, -0.06, 0.07, 0.13, 0.15, 0.17, -0.19, -0.16, 0.15]}

***

2.
{"formula": "C2H7N4OS", "method": "ωB97M-V with the def2-TZVPD basis set", "total_charge": 1, "homo_lumo_gap_ha": 0.33189, "multiplicity": 1, "smiles": "N/[N+](=C/N=C/O)NS", "homo_energy_ha": -0.499, "e_lumo_ev": -4.553, "species": ["S", "O", "N", "N", "N", "N", "C", "C", "H", "H", "H", "H", "H", "H", "H"], "xyz": [[-1.7016, -1.3188, 2.0758], [2.8464, -0.9807, -1.8323], [-1.2606, 1.5468, 1.0026], [1.0900, 0.3056, -1.2054], [-0.2885, -0.6466, 1.0397], [-0.6446, 0.4277, 0.3898], [-0.0543, 0.7666, -0.7816], [1.6126, -0.7542, -1.6718], [-0.3977, 1.7574, -1.1490], [-2.2884, 1.4065, 0.9017], [0.9524, -1.6221, -2.0303], [-1.1636, 1.3657, 2.0184], [0.2860, -0.4498, 1.9287], [3.4267, -0.1909, -1.6493], [-2.4148, -1.6132, 0.9632]], "lowdin_charge": [0.77, 0.17, 0.09, 0.16, -0.31, -0.33, -0.04, -0.23, 0.17, 0.11, 0.20, 0.09, 0.11, 0.18, -0.13]}

***

The structure with the most favorable energy is 1; the runner-up is 1.584 eV above it.

***

1.
{"formula": "C4H5FN2", "method": "ωB97M-V with the def2-TZVPD basis set", "total_charge": 0, "homo_lumo_gap_ha": 0.35800, "multiplicity": 1, "smiles": "F[C@@H]1[C@H]2N=CN[C@@H]12", "homo_energy_ha": -0.323, "e_lumo_ev": 0.943, "species": ["F", "N", "N", "C", "C", "C", "C", "H", "H", "H", "H", "H"], "xyz": [[-1.4568, -1.8015, 0.4663], [1.4905, 0.2464, -0.4933], [-0.1612, 1.6359, 0.1417], [0.3664, -0.5799, -0.6242], [-0.7589, 0.3771, -0.1369], [-0.5008, -0.8181, 0.6257], [1.0960, 1.4608, -0.0254], [1.8033, 2.2669, 0.0406], [2.4005, -0.2140, -0.2889], [0.1837, -1.2178, -1.5665], [-1.7433, 0.4116, -0.6255], [-0.0535, -0.8492, 1.6693]], "lowdin_charge": [0.00, 0.03, 0.09, -0.18, -0.25, -0.25, -0.22, 0.12, 0.16, 0.17, 0.15, 0.17]}

***

2.
{"formula": "C4H5FN2", "method": "ωB97M-V with the def2-TZVPD basis set", "total_charge": 0, "homo_lumo_gap_ha": 0.36330, "multiplicity": 1, "smiles": "F[C@@H]1C=NN=CC1", "homo_energy_ha": -0.355, "e_lumo_ev": 0.216, "species": ["F", "N", "N", "C", "C", "C", "C", "H", "H", "H", "H", "H"], "xyz": [[-1.2522, 1.3891, 1.2468], [0.5412, 0.1931, -1.5645], [0.9166, -1.0859, -1.1736], [0.6079, -1.5327, -0.0296], [0.0615, 0.9873, -0.7271], [-0.1660, 0.6742, 0.7070], [-0.3227, -0.8409, 0.8943], [0.7115, 0.9900, 1.2859], [0.8999, -2.5770, 0.1390], [-0.2306, 1.9503, -1.1224], [-0.0695, -1.1460, 1.9141], [-1.3305, -1.1966, 0.6608]], "lowdin_charge": [-0.02, 0.03, 0.01, -0.16, -0.11, -0.29, -0.10, 0.16, 0.12, 0.12, 0.12, 0.13]}

***

3.
{"formula": "C4H5FN2", "method": "ωB97M-V with the def2-TZVPD basis set", "total_charge": 0, "homo_lumo_gap_ha": 0.35351, "multiplicity": 1, "smiles": "FCc1ncc[nH]1", "homo_energy_ha": -0.324, "e_lumo_ev": 0.797, "species": ["F", "N", "N", "C", "C", "C", "C", "H", "H", "H", "H", "H"], "xyz": [[1.1950, 1.9740, 0.9663], [-0.9948, 0.0600, -0.7656], [0.7665, -0.6712, 0.3635], [-1.0583, -1.3579, -0.7570], [0.1929, 1.8706, 0.0491], [0.0866, 0.4590, -0.1015], [0.0578, -1.7833, -0.0583], [1.3360, -0.6165, 1.3591], [-0.8103, 2.2168, 0.5506], [-1.6415, -1.9879, -1.4194], [0.5131, 2.5489, -0.7554], [0.3568, -2.7125, 0.5685]], "lowdin_charge": [-0.06, 0.07, 0.05, -0.12, -0.17, -0.36, -0.15, 0.23, 0.16, 0.09, 0.13, 0.13]}

***

4.
{"formula": "C4H5FN2", "method": "ωB97M-V with the def2-TZVPD basis set", "total_charge": 0, "homo_lumo_gap_ha": 0.34280, "multiplicity": 1, "smiles": "Cn1cncc1F", "homo_energy_ha": -0.314, "e_lumo_ev": 0.777, "species": ["F", "N", "N", "C", "C", "C", "C", "H", "H", "H", "H", "H"], "xyz": [[-0.7931, -1.9888, 0.0294], [0.2367, 0.0122, -0.0529], [-1.2973, 1.5886, -0.0393], [-1.9773, 0.4008, 0.0993], [-0.9521, -0.6640, 0.0880], [-0.0428, 1.3135, -0.2014], [1.5650, -0.6216, 0.0201], [0.6742, 2.0268, -0.1775], [2.2709, 0.2418, 0.3187], [1.4331, -1.4223, 0.7553], [-3.0640, 0.1447, 0.0914], [1.9465, -1.0318, -0.9311]], "lowdin_charge": [0.08, -0.09, 0.04, -0.07, -0.24, -0.22, 0.00, 0.09, 0.12, 0.09, 0.10, 0.09]}

***

The structure with the most favorable energy is 4; the runner-up is 0.386 eV above it.